Entry 1:
Below is an isolated ion of composition C6H14N2 and charge +2, with properties calculated with wB97M-V/def2-TZVPD.

As for the total energy: -345.87347 a.u. The energy relative to the best compared isomer or geometry (same formula, charge and spin) is 0.371 eV. The value obtained for the HOMO-LUMO gap is 9.96 eV. As for the structure (SMILES): C=[NH+]/C=C/C[C@H](C)[NH3+]. As for the total charge: +2.

Each line ends with the Mulliken charge.
Element x y z (Å)
C 1.7741 2.8112 2.7662  -0.057
N 1.0524 1.8073 2.4797  0.015
C 1.2882 0.9630 1.3336  -0.268
C 0.2649 0.4768 0.6499  -0.512
C 0.4352 -0.3904 -0.5617  -0.630
C -0.9403 -0.7663 -1.1845  0.034
C -1.8087 -1.7553 -0.4724  -1.309
N -0.5909 -1.3113 -2.6155  -0.332
H 2.6987 3.1172 2.2867  0.268
H 1.5376 3.4797 3.5904  0.277
H 0.1769 1.6067 2.9824  0.341
H 2.3132 0.8368 1.0311  0.406
H -0.7743 0.6575 0.8953  0.353
H 0.9877 0.0697 -1.3878  0.403
H 0.9984 -1.3085 -0.3655  0.440
H -1.4447 0.1711 -1.4143  0.361
H -2.3907 -2.3026 -1.2340  0.423
H -2.5991 -1.3104 0.1260  0.369
H -1.3378 -2.6105 0.0126  0.358
H -1.3791 -1.8568 -2.9615  0.345
H -0.5329 -0.5380 -3.2819  0.369
H 0.2711 -1.8469 -2.6748  0.345

Entry 2:
Below is a 2-piece molecular cluster, HPS2 overall, with properties calculated with wB97M-V/def2-TZVPD.

As for the total energy: -1138.23892 a.u. The energy relative to the best compared isomer or geometry (same formula, charge and spin) is 1.522 eV. The value obtained for the HOMO-LUMO gap (spin up / spin down) is 7.96 / 5.69 eV.

Each line ends with the Mulliken charge.
Element x y z (Å)
P -0.2928 -2.4143 -2.8530  0.179
S 1.5768 -1.9772 -2.9410  -0.090
S -0.7017 0.4873 -0.7410  -0.228
H -0.2826 1.1948 -1.7888  0.138

Entry 3:
Below is a 8-piece molecular cluster, C20H51BF4N2O5 overall, with properties calculated with wB97M-V/def2-TZVPD.

As for the total energy: -1702.42754 a.u. The energy relative to the best compared isomer or geometry (same formula, charge and spin) is 0.066 eV. The value obtained for the HOMO-LUMO gap is 9.01 eV.

Each line ends with the Mulliken charge.
Element x y z (Å)
C -4.9460 1.3305 -2.0374  -1.513
C -3.5592 2.0375 -2.5219  0.135
C -2.3862 1.1327 -2.3515  -0.855
N -1.0113 1.7098 -2.7806  0.772
C -0.6461 2.9209 -1.9030  -1.763
C -0.9748 2.1703 -4.1678  -0.740
C 0.4344 1.9529 -4.6529  -0.747
C 1.1454 1.2093 -3.5033  -0.976
C 0.0613 0.7696 -2.5423  0.325
H -4.9514 0.8595 -0.9705  0.118
H -4.9388 0.5136 -2.5069  0.739
H -5.7986 2.0961 -2.2014  0.329
H -3.2232 3.0670 -2.0162  0.210
H -3.7226 2.0997 -3.6840  0.200
H -2.6657 0.2295 -2.7906  0.738
H -2.2879 0.7395 -1.2527  -0.089
H -1.1549 3.6105 -2.1910  1.054
H 0.3095 3.3201 -2.1238  0.495
H -0.7307 2.7217 -0.8247  0.191
H -1.6069 3.0663 -4.4094  0.521
H -1.7752 1.6224 -4.6577  0.479
H 0.7489 3.0883 -4.9705  0.276
H 0.5907 1.5978 -5.7434  0.356
H 1.8506 1.9183 -3.1535  0.194
H 1.6158 0.4890 -4.0652  0.648
H 0.4629 0.6813 -1.6430  -0.324
H -0.3592 -0.2558 -2.6364  0.414
B 0.8672 -1.2036 1.2711  0.124
F 0.3228 -0.0573 0.6544  0.475
F 0.2717 -1.4167 2.4061  -0.229
F 0.8484 -2.1947 0.2815  -0.501
F 2.1863 -0.8426 1.5579  -0.559
C 5.3318 -2.1346 0.1847  -0.374
C 6.8033 -2.2917 -0.0924  0.209
N 7.9407 -2.4099 -0.3836  -0.401
H 4.6967 -1.9065 1.0887  0.213
H 4.7686 -1.4387 -0.5041  0.077
H 4.8131 -3.0808 -0.1575  0.264
C -3.6340 1.5084 2.6966  -1.155
C -2.3003 1.0128 2.3609  0.801
O -1.7296 1.8539 1.3473  -0.606
H -4.4152 1.1950 1.7955  0.068
H -3.6154 2.5210 3.0957  0.303
H -4.2377 0.9569 3.4674  0.385
H -2.1211 -0.1423 1.9860  -0.356
H -1.6756 0.8057 3.3350  0.109
H -0.7366 1.6347 1.2664  0.224
C 2.0101 2.0373 5.4358  -1.313
C 1.8887 1.4165 4.0822  0.159
O 2.8050 0.2854 3.8554  -0.628
H 3.0882 2.3129 5.4852  0.308
H 1.6579 1.4379 6.1757  0.388
H 1.2791 2.9010 5.5242  0.302
H 1.9389 1.9784 3.2407  0.255
H 1.0195 0.9373 3.9533  0.103
H 2.5194 -0.2057 3.0850  0.495
C -0.0773 -6.4097 2.3436  -1.053
C 0.4484 -4.9308 2.1815  -0.010
O 1.0635 -4.7911 0.9532  -0.621
H -0.8547 -6.6070 1.5511  0.239
H -0.5062 -6.6749 3.3759  0.319
H 0.7086 -7.2748 2.2457  0.260
H 1.1015 -4.5631 2.9283  0.309
H -0.3049 -4.3168 2.0752  0.161
H 1.3514 -3.9364 0.6184  0.367
C 3.9730 1.5656 -0.5652  -0.607
C 3.1986 2.4680 0.2479  -0.193
O 1.8786 2.3995 -0.0820  -0.221
H 3.7489 0.4818 -0.1931  -0.150
H 5.0278 1.9858 -0.4691  0.410
H 3.7404 1.5431 -1.6243  0.163
H 3.5639 3.5669 0.0447  0.268
H 3.5742 2.3283 1.2330  0.269
H 1.8396 1.6846 0.3613  -0.152
C -3.8124 -2.1532 -1.1143  -1.166
C -2.5517 -2.4602 -0.4790  0.389
O -1.5637 -2.1013 -1.3085  -0.424
H -4.2059 -1.0929 -1.0711  -0.131
H -4.7817 -2.6384 -0.6074  0.358
H -3.8631 -2.4102 -2.0721  0.502
H -2.6117 -3.4960 -0.1603  0.406
H -2.4531 -1.7661 0.4310  -0.293
H -0.7048 -2.5693 -1.0383  0.274

Q: Which of these has the highest energy relative to the best compared isomer or geometry (same formula, charge and spin)?
A: HPS2

Q: What is the total energy in the first record?
A: -345.87347 a.u.